Density functional theory data (ωB97M-V/def2-TZVPD) for a molecular structure, C12H25N5O10P2V.

```
! RIJCOSX wB97M-V def2-TZVPD def2/J DEFGRID3
* xyz 2 2
N -3.965 -1.473 -2.728
H -4.884 -3.337 -1.029
H 0.127 4.777 3.034
C 3.641 -0.867 -0.114
H 3.604 -0.826 0.974
H -3.441 -4.205 -1.553
C 0.545 2.684 2.637
O 2.098 1.107 4.074
O 1.440 0.302 1.796
H 2.982 1.153 4.468
V 0.709 0.287 0.048
H 4.311 -2.827 -0.432
C -1.014 0.524 -2.426
H -2.291 1.549 -4.263
O -0.008 0.220 -1.524
H -4.864 -1.714 -3.129
H -1.102 2.857 3.952
H 0.826 -2.440 -1.523
O -3.150 1.446 -4.714
H 0.210 -3.644 -0.411
C -3.796 -3.311 -1.039
H 0.137 1.914 4.547
H 3.023 1.072 -0.395
C -3.237 -0.422 -3.173
O 0.849 2.350 -0.008
H -0.882 1.314 3.373
H 4.633 -0.538 -0.422
P 2.025 1.542 2.543
O -4.915 0.095 -4.685
H -3.438 -3.338 -0.012
C 0.830 -2.750 -0.477
C 3.390 -2.275 -0.623
N -0.398 2.157 3.705
C -3.826 0.395 -4.286
O -1.196 3.735 0.908
H 2.284 -2.975 1.101
H 3.281 -2.263 -1.713
C -3.295 -2.090 -1.721
H 1.524 4.126 3.926
H 0.122 -1.934 1.288
C -2.117 -0.416 -2.374
H 2.418 -4.116 -0.203
N 2.665 0.141 -0.632
H -0.836 -1.640 -0.053
C 2.241 -3.062 0.010
O -0.888 1.471 -3.145
O 3.216 2.158 1.972
O -0.967 1.125 1.024
H -1.623 3.957 0.066
H 2.649 0.102 -1.651
P -0.269 2.488 1.009
H 1.659 4.464 2.206
N -2.157 -1.472 -1.487
N 0.140 -1.679 0.302
C 0.982 4.102 2.979
*
```

Summary:
- E (a.u.) = -3125.0316
- LUMO energy (alpha / beta) (eV) = -8.25 / -7.59
- ΔE to the lowest compared entry with this formula, charge and spin (kJ/mol) = 21.89
- HOMO-LUMO gap (alpha / beta) (Eh) = 0.2438 / 0.2682